DFT (ωB97M-V/def2-TZVPD) results for 9 unconnected molecules or ions with the total composition C22H58N6O12 in a non-equilibrium geometry.

XYZ file:
```
98
Properties=species:S:1:pos:R:3:mulliken_charge:R:1
C 4.16 -0.46 4.80 -0.97
C 5.11 0.33 4.01 0.68
O 5.71 -0.01 2.93 -0.37
N 5.37 1.55 4.37 -0.03
H 5.36 -0.69 2.32 0.38
H 6.00 2.02 3.68 0.31
C 5.06 2.16 5.63 -0.98
H 4.39 -1.47 5.02 0.43
H 3.30 -0.65 4.10 0.26
H 3.90 -0.08 5.80 0.37
H 5.32 1.46 6.44 0.37
H 4.00 2.39 5.84 0.34
H 5.63 3.07 5.89 0.34
C -7.26 2.80 -7.44 -0.96
C -6.79 3.58 -6.25 0.56
O -6.23 3.18 -5.27 -0.44
N -6.80 5.12 -6.27 -0.22
H -5.89 5.36 -5.92 0.34
H -6.95 5.58 -7.17 0.38
C -7.85 5.65 -5.16 -0.74
H -6.63 3.11 -8.32 0.34
H -8.36 2.78 -7.61 0.34
H -7.02 1.71 -7.20 0.32
H -8.04 6.73 -5.34 0.35
H -7.52 5.33 -4.20 0.34
H -8.83 5.20 -5.36 0.36
C 1.40 -4.22 3.19 -1.04
C 2.83 -3.90 3.46 0.74
O 3.28 -3.32 4.43 -0.65
N 3.77 -4.44 2.59 -0.24
H 4.35 -2.77 1.27 -0.02
H 4.49 -4.79 3.14 0.16
C 3.63 -5.20 1.38 -0.88
H 0.80 -3.85 4.07 0.34
H 1.37 -5.29 3.18 0.37
H 1.03 -3.79 2.25 0.21
H 4.63 -5.27 1.04 0.44
H 3.10 -4.61 0.63 0.16
H 3.19 -6.22 1.56 0.39
C -8.60 8.14 5.70 -1.16
C -7.40 7.30 5.84 0.64
O -6.59 6.95 5.05 -0.41
N -7.02 6.84 7.22 -0.19
H -6.10 7.17 7.43 0.36
H -7.64 7.26 7.95 0.39
C -7.13 5.30 7.31 -0.77
H -9.06 8.05 4.73 0.34
H -8.45 9.17 6.01 0.37
H -9.46 7.88 6.30 0.41
H -8.24 5.01 7.31 0.32
H -6.70 4.99 8.27 0.35
H -6.57 4.92 6.46 0.36
C 6.89 0.85 -1.09 -1.38
C 5.83 1.48 -1.96 0.13
C 5.22 2.70 -1.32 -0.71
O 4.62 3.41 -2.43 -0.37
C 4.04 4.64 -2.05 -0.82
N 6.42 1.98 -3.31 -0.10
H 6.31 1.15 -3.95 0.42
H 5.73 2.62 -3.54 0.35
H 7.31 2.38 -3.16 0.34
H 7.72 1.48 -0.89 0.54
H 7.27 -0.14 -1.39 0.39
H 6.39 0.70 -0.14 0.15
H 5.01 0.78 -2.19 0.28
H 6.07 3.25 -0.83 0.36
H 4.50 2.38 -0.55 0.40
H 3.12 4.53 -1.46 0.29
H 3.85 5.24 -2.91 0.30
H 4.66 5.24 -1.39 0.36
C -0.96 -4.85 -0.78 -0.94
C -1.36 -5.96 -1.73 -0.22
C -5.07 -4.89 -4.31 -0.45
O -4.07 -5.65 -4.54 -0.35
C -4.48 -7.12 -4.52 -0.77
N -0.64 -6.20 -2.73 -0.04
H 0.26 -5.86 -2.80 0.12
H 2.05 -6.85 -0.96 0.34
H -0.85 -7.03 -3.24 0.25
H -0.04 -4.34 -1.07 0.16
H -0.75 -5.35 0.18 0.21
H -1.84 -4.28 -0.61 0.47
H -2.24 -6.55 -1.54 0.49
H -5.08 -3.77 -4.22 0.18
H -6.15 -5.06 -4.31 0.29
H -5.04 -7.48 -5.34 0.39
H -5.01 -7.32 -3.59 0.38
H -3.56 -7.68 -4.66 0.20
O 4.11 -5.05 -1.98 -0.40
C 2.93 -5.56 -1.98 0.79
O 2.04 -5.06 -2.73 -0.72
O 2.93 -6.53 -1.13 -0.40
H 4.52 -4.88 -2.79 0.32
O 3.45 -2.61 -0.72 0.02
C 4.12 -1.60 -0.03 -0.04
O 4.13 -0.47 -0.26 -0.12
O 4.67 -1.93 1.11 -0.43
H 2.95 -1.77 -1.23 0.23
```

LUMO level = -7.00 eV
HOMO-LUMO gap = 1.27 eV
charge = +4
electronic energy = -57222.3478 eV

DFT (ωB97M-V/def2-TZVPD) results for 2 unconnected molecules or ions with the total composition C4H10O2 in a non-equilibrium geometry.

XYZ file:
```
16
Properties=species:S:1:pos:R:3:mulliken_charge:R:1
C -0.99 1.25 0.41 -0.25
C -0.52 -0.06 0.08 0.60
C -1.39 -1.25 0.38 -1.10
C 0.90 -0.23 -0.39 -1.43
O -1.84 1.70 -0.84 -0.43
H -0.24 2.08 0.74 0.34
H -1.90 1.13 1.03 0.24
H -0.83 -2.20 0.11 0.38
H -2.41 -1.31 -0.12 0.29
H -1.68 -1.37 1.53 0.32
H 1.26 -0.31 -1.40 0.41
H 1.41 -0.90 0.27 0.42
H 1.29 0.69 -0.18 0.44
H 4.69 -0.08 -0.14 0.21
H -1.42 0.88 -1.27 0.36
O 3.68 -0.01 -0.23 -0.80
```

LUMO level = -3.42 eV
HOMO-LUMO gap = 3.73 eV
energy relative to the best compared isomer or geometry (same formula, charge and spin) = 190.29 kcal per mole
charge = 0
electronic energy = -8397.2955 eV

DFT (ωB97M-V/def2-TZVPD) results for a molecular structure, C7H10 in a non-equilibrium geometry.

XYZ file:
```
17
Properties=species:S:1:pos:R:3:mulliken_charge:R:1
C -1.48 -1.66 -1.03 -0.82
C -0.59 -1.75 -0.09 -0.07
C -0.11 -0.79 0.84 -0.88
C 0.86 0.19 0.22 0.51
C 0.93 1.57 0.92 -0.93
C 0.33 2.10 -0.33 -0.34
C 0.29 0.92 -0.95 -0.79
H -1.54 -2.46 -1.76 0.24
H -2.30 -0.97 -0.99 0.32
H -0.02 -2.67 -0.16 0.22
H 0.33 -1.32 1.69 0.34
H -0.96 -0.24 1.26 0.33
H 1.83 -0.28 0.03 0.47
H 0.34 1.66 1.84 0.28
H 1.95 1.92 1.12 0.25
H -0.01 3.09 -0.58 0.41
H 0.16 0.71 -2.00 0.46
```

LUMO level = 1.25 eV
HOMO-LUMO gap = 10.62 eV
energy relative to the best compared isomer or geometry (same formula, charge and spin) = 60.92 kcal per mole
charge = 0
electronic energy = -7418.3931 eV

DFT (ωB97M-V/def2-TZVPD) results for C3H8N4O2 in the gas phase in a non-equilibrium geometry.

XYZ file:
```
17
Properties=species:S:1:pos:R:3:mulliken_charge:R:1
C 2.26 -1.59 0.37 -0.45
C -0.27 0.45 -0.14 0.43
C -2.42 -0.34 -0.15 0.03
H 2.90 -0.79 0.83 0.24
H 2.89 -2.40 -0.06 0.25
H 1.58 -2.04 1.09 0.22
H 1.53 1.07 -0.58 0.22
H -1.27 1.99 0.65 0.29
H 0.46 3.22 -0.67 0.37
H -2.79 0.70 -0.24 0.35
H -2.94 -2.16 0.07 0.26
N 1.06 0.26 -0.23 -0.08
N -0.65 1.75 -0.13 -0.22
N -1.05 -0.57 -0.15 -0.51
N -3.34 -1.23 -0.03 -0.65
O 1.61 -0.96 -0.75 -0.26
O 0.45 2.63 0.14 -0.51
```

LUMO level = 0.32 eV
HOMO-LUMO gap = 9.21 eV
energy relative to the best compared isomer or geometry (same formula, charge and spin) = 111.54 kcal per mole
SMILES = [H]/N=C\N=C(/NO)NOC
charge = 0
electronic energy = -13291.7822 eV

DFT (ωB97M-V/def2-TZVPD) results for a molecular structure, C12H23F5HgN2O11S7 in a non-equilibrium geometry.

XYZ file:
```
61
Properties=species:S:1:pos:R:3:mulliken_charge:R:1
Hg -0.07 -0.51 0.06 4.36
N 0.05 0.65 -1.82 -0.14
S -0.04 1.97 -2.52 0.70
O -0.87 2.06 -3.74 -0.64
O 1.12 2.79 -2.41 -0.59
F -1.11 2.69 -1.48 -0.33
S 0.87 0.02 -3.25 0.88
O 2.14 0.56 -3.67 -0.57
O -0.01 -0.63 -4.17 -0.57
F 1.40 -1.24 -2.43 -0.18
N 0.15 -1.16 2.09 -0.14
S -0.28 -1.27 3.54 0.89
O 0.36 -0.55 4.61 -0.64
O -1.14 -2.35 3.95 -0.61
F -1.46 -0.21 3.18 -0.35
S 1.20 -2.52 2.41 0.99
O 0.72 -3.89 2.45 -0.58
O 2.53 -2.29 3.00 -0.61
F 1.60 -2.43 0.88 -0.15
F -0.40 1.72 1.29 0.14
C -0.33 2.91 1.96 0.26
C 0.30 3.93 1.31 -0.27
C 0.19 5.24 1.83 -0.57
C -0.45 5.50 3.01 -0.60
C -0.95 4.39 3.74 -0.45
C -0.88 3.15 3.23 -0.60
H 0.76 3.91 0.33 0.34
H 0.61 6.08 1.30 0.39
H -0.55 6.53 3.32 0.38
H -1.49 4.44 4.68 0.38
H -1.28 2.28 3.71 0.41
C -3.70 -0.73 -2.24 -0.57
S -3.55 0.03 -0.55 0.44
O -2.34 -0.61 0.09 -0.76
C -5.04 -0.73 0.26 -1.05
H -2.95 -0.19 -2.82 0.18
H -4.65 -0.51 -2.73 0.46
H -3.40 -1.77 -2.19 -0.02
H -5.94 -0.62 -0.35 0.41
H -5.03 -0.19 1.20 0.35
H -4.79 -1.79 0.30 0.31
C 4.03 1.56 -1.18 -1.06
S 3.09 1.32 0.37 0.42
O 2.11 0.10 0.13 -1.05
C 4.60 0.49 1.12 -1.20
H 4.54 0.66 -1.53 0.36
H 4.75 2.35 -0.96 0.52
H 3.43 2.08 -1.93 0.26
H 5.44 1.16 1.23 0.44
H 4.95 -0.37 0.55 0.35
H 4.49 -0.05 2.07 0.38
C 0.88 -4.90 -1.48 -0.93
S -0.70 -4.06 -1.25 0.30
O -0.32 -2.55 -1.03 -1.12
C -1.41 -4.23 -2.91 -1.01
H 0.81 -5.83 -2.05 0.43
H 1.37 -5.11 -0.53 0.31
H 1.50 -4.33 -2.17 0.27
H -1.61 -5.26 -3.18 0.45
H -0.77 -3.72 -3.64 0.31
H -2.46 -3.95 -2.98 0.29
```

LUMO level = -1.60 eV
HOMO-LUMO gap = 7.74 eV
charge = 0
electronic energy = -131918.3922 eV

DFT (ωB97M-V/def2-TZVPD) results for a gas-phase ion, C3H8NO2 (charge +1) in a non-equilibrium geometry.

XYZ file:
```
14
Properties=species:S:1:pos:R:3:mulliken_charge:R:1
C -0.41 -1.58 -0.57 -0.48
C -0.15 -0.19 -0.20 0.35
C 1.21 0.15 0.55 -0.47
N -1.01 0.86 -0.52 -0.23
O -1.12 -1.33 0.54 -0.41
O 1.03 1.45 1.05 -0.56
H -0.94 -1.88 -1.60 0.29
H 0.38 -2.20 -0.34 0.31
H 1.97 -0.09 -0.19 0.31
H 1.25 -0.59 1.33 0.40
H -2.02 0.83 -0.50 0.37
H -0.78 1.16 -1.47 0.40
H -0.86 1.77 -0.01 0.37
H 1.45 1.62 1.93 0.35
```

LUMO level = -3.84 eV
HOMO-LUMO gap = 11.16 eV
energy relative to the best compared isomer or geometry (same formula, charge and spin) = 94.34 kcal per mole
SMILES = [NH3+][C@]1(CO)CO1
charge = +1
electronic energy = -8815.8616 eV

DFT (ωB97M-V/def2-TZVPD) results for a molecular structure, C20H45N2P3PmS2 in a non-equilibrium geometry.

XYZ file:
```
73
Properties=species:S:1:pos:R:3:mulliken_charge:R:1
Pm 0.19 -0.82 0.35 0.28
P -0.80 1.71 1.19 0.88
P -2.59 -0.83 -0.50 1.05
P 2.56 0.82 0.08 0.79
H 1.38 -2.30 -5.28 0.33
C 2.24 -2.18 -4.60 -0.52
C 2.40 -3.00 -3.53 -0.71
H 1.75 -3.84 -3.35 0.38
C -0.98 3.15 0.08 -1.33
C -2.41 1.84 2.04 -1.38
C 0.27 2.40 2.52 -1.06
C -2.99 -2.30 -1.49 -1.21
C -3.80 -0.97 0.86 -1.19
C -3.36 0.54 -1.45 -1.32
C 3.90 0.15 -0.97 -1.05
C 3.53 1.12 1.60 -1.27
C 2.48 2.55 -0.56 -1.29
H 3.08 -1.58 -4.97 0.36
H 3.37 -3.02 -3.00 0.37
H -1.22 4.02 0.70 0.42
H -1.79 2.99 -0.63 0.38
H -0.07 3.36 -0.48 0.32
H -2.34 2.72 2.70 0.57
H -2.62 0.95 2.65 0.28
H -3.23 1.99 1.33 0.42
H -0.26 3.25 2.94 0.56
H 1.24 2.74 2.14 0.35
H 0.42 1.64 3.30 0.20
H -3.95 -2.73 -1.16 0.58
H -2.21 -3.05 -1.35 0.29
H -3.03 -2.09 -2.58 0.29
H -4.42 -0.08 0.95 0.42
H -3.27 -1.14 1.81 0.17
H -4.43 -1.83 0.67 0.49
H -4.30 0.18 -1.87 0.47
H -2.70 0.87 -2.25 0.21
H -3.57 1.40 -0.80 0.40
H 4.59 0.95 -1.26 0.45
H 3.49 -0.33 -1.87 0.26
H 4.44 -0.62 -0.40 0.39
H 4.32 1.86 1.41 0.40
H 3.98 0.17 1.92 0.44
H 2.88 1.48 2.41 0.29
H 3.50 2.90 -0.78 0.56
H 2.04 3.23 0.19 0.41
H 1.87 2.59 -1.47 0.21
C -0.09 -1.00 -3.27 0.91
C 0.29 0.31 -3.93 -0.35
C -0.68 0.65 -5.01 -0.60
C -1.45 -0.29 -5.64 -0.55
C -1.49 -1.64 -5.16 -0.09
C -0.79 -1.97 -4.02 -1.03
S 0.98 -1.56 -2.08 -0.18
H 0.34 1.12 -3.20 0.08
H 1.34 0.10 -4.19 0.48
H -0.74 1.70 -5.28 0.49
H -2.13 -0.08 -6.49 0.43
H -2.11 -2.41 -5.66 0.50
H -0.68 -3.02 -3.70 0.30
C 2.17 -1.16 5.44 -1.12
N 1.32 -1.80 4.44 -0.13
C 0.19 -1.32 3.91 0.51
S -0.52 -2.16 2.57 -0.36
N -0.36 -0.19 4.47 -0.08
C -0.67 -0.18 5.91 -1.04
H 2.13 -0.07 5.39 0.41
H 3.21 -1.46 5.23 0.37
H 1.94 -1.49 6.45 0.38
H 1.69 -2.59 3.93 0.28
H -1.14 0.15 3.92 -0.02
H -1.25 0.73 6.11 0.40
H -1.28 -1.05 6.15 0.37
H 0.22 -0.15 6.51 0.34
```

LUMO level (spin up / spin down) = -9.80 / -9.78 eV
HOMO-LUMO gap (spin up / spin down) = 6.19 / 6.17 eV
2S+1 = 5
energy relative to the best compared isomer or geometry (same formula, charge and spin) = 0.00 kcal per mole
charge = +3
electronic energy = -90516.0865 eV